1.
This record from OMol25 describes one molecule with the formula C3H6N4 at a distorted geometry. The level of theory is ωB97M-V with the def2-TZVPD basis set.

Energy above the lowest of the compared OMol25 structures with the same formula, charge and spin, eV: 3.212
LUMO level, eV: 0.1
Structure (SMILES): [H]\N=C/C(N)=N\C=N\[H]
Total charge: 0

Each atom is followed by the atoms it is bonded to, with distances in Å.
Positions of all 13 atoms, in Å:
1 N -1.32 -0.39 1.69  C2 1.359, H4 1.011, H5 1.011
2 C -0.72 -0.01 0.53  N1 1.359, N3 1.278, C7 1.531
3 N -1.15 -0.15 -0.67  C2 1.278, C6 1.604
4 H -0.87 -0.10 2.55  N1 1.011
5 H -2.32 -0.51 1.64  N1 1.011
6 C 0.13 0.05 -1.61  N3 1.604, N8 1.277, H12 1.098
7 C 0.78 0.27 0.44  C2 1.531, N9 1.309, H13 1.096
8 N 0.38 1.21 -2.10  C6 1.277, H10 1.023
9 N 1.66 -0.60 0.88  C7 1.309, H11 1.026
10 H 0.81 1.11 -3.02  N8 1.023
11 H 1.21 -1.32 1.45  N9 1.026
12 H 0.41 -0.90 -2.08  C6 1.098
13 H 0.99 1.34 0.29  C7 1.096

=====

2.
This record from OMol25 describes a 3-piece molecular cluster, C3H6N4 overall at a distorted geometry. The level of theory is ωB97M-V with the def2-TZVPD basis set.

Energy above the lowest of the compared OMol25 structures with the same formula, charge and spin, eV: 6.505
LUMO level, eV: 0.3
Total charge: 0

Each atom is followed by the atoms it is bonded to, with distances in Å.
Positions of all 13 atoms, in Å:
1 C -1.06 0.08 -0.13  C2 1.343, N10 1.507, N13 1.383
2 C -0.70 1.37 0.01  C1 1.343, H6 1.133, N11 1.453
3 C 0.99 -0.18 -0.03  N11 1.382, N12 1.436, N13 1.163
4 H -2.08 -1.80 -0.10  N10 1.126
5 H -3.52 -0.38 0.18  N10 1.248
6 H -1.23 2.34 0.27  C2 1.133
7 H 1.55 1.87 -0.43  N11 1.135
8 H 2.48 -1.56 -1.00  no bonds
9 H 2.78 -0.89 1.26  no bonds
10 N -2.34 -0.71 -0.02  C1 1.507, H4 1.126, H5 1.248
11 N 0.74 1.18 -0.04  C2 1.453, C3 1.382, H7 1.135
12 N 2.37 -0.55 -0.02  C3 1.436
13 N 0.00 -0.79 0.05  C1 1.383, C3 1.163